C32H71N6O6 | wB97M-V/def2-TZVPD

The value obtained for the LUMO energy is -2.89 eV. As for the total energy: -2041.41768 Eh.

Structure (ORCA input):
```
! RIJCOSX wB97M-V def2-TZVPD def2/J DEFGRID3
* xyz 1 1
C 6.034 -1.699 2.394
C 4.882 -0.737 2.688
C 4.857 0.393 1.627
C 3.425 0.897 1.359
C 3.169 2.265 2.043
C 2.411 2.138 3.382
C 1.223 3.123 3.442
C -0.014 2.492 2.802
C -1.188 3.508 2.706
C -2.204 3.288 3.823
C -3.590 3.893 3.557
C -4.237 3.407 2.247
C -5.606 2.740 2.510
C -6.690 3.800 2.598
C -8.117 3.225 2.738
C -8.452 2.222 1.707
N -8.233 0.930 1.841
C -8.675 0.342 0.706
N -8.632 -0.957 0.453
O -8.078 -1.848 1.322
C -8.866 -2.026 2.527
C -8.742 -3.452 3.072
C -8.557 -4.509 2.020
O -9.959 -3.752 3.769
N -9.164 1.296 -0.121
N -9.018 2.494 0.510
H 5.901 -2.112 1.399
H 6.966 -1.139 2.397
H 6.090 -2.507 3.116
H 5.040 -0.270 3.655
H 3.940 -1.272 2.678
H 5.476 1.191 2.024
H 5.363 0.046 0.731
H 2.693 0.175 1.700
H 3.255 1.057 0.297
H 2.572 2.874 1.369
H 4.096 2.793 2.232
H 2.005 1.140 3.508
H 3.060 2.352 4.227
H 1.451 4.010 2.857
H 0.982 3.404 4.463
H 0.228 2.142 1.801
H -0.341 1.636 3.385
H -0.770 4.508 2.778
H -1.643 3.419 1.723
H -1.808 3.762 4.718
H -2.328 2.230 4.044
H -4.223 3.651 4.407
H -3.475 4.974 3.525
H -3.587 2.713 1.730
H -4.443 4.251 1.598
H -5.571 2.117 3.400
H -5.802 2.082 1.665
H -6.533 4.438 3.460
H -6.660 4.383 1.682
H -8.254 2.730 3.691
H -8.845 4.030 2.649
H -8.989 -1.315 -0.418
H -9.903 -1.778 2.324
H -8.480 -1.329 3.265
H -7.943 -3.476 3.810
H -7.844 -4.233 1.253
H -9.501 -4.795 1.573
H -8.168 -5.400 2.503
H -10.171 -2.992 4.319
H -9.574 1.239 -1.040
H -9.276 3.392 0.136
C 8.009 0.425 -1.440
O 6.828 -0.333 -1.625
C 6.248 -0.182 -2.916
C 6.353 -1.466 -3.709
N 7.733 -1.741 -4.090
C 7.946 -3.066 -4.667
C 7.706 -4.279 -3.773
O 8.623 -4.401 -2.703
C 8.285 -3.697 -1.523
H 8.289 0.345 -0.390
H 8.837 0.043 -2.047
H 7.845 1.480 -1.679
H 6.694 0.656 -3.459
H 5.186 0.044 -2.768
H 5.745 -1.378 -4.614
H 5.930 -2.269 -3.090
H 8.321 -1.649 -3.273
H 8.985 -3.105 -5.003
H 7.321 -3.161 -5.560
H 7.852 -5.168 -4.392
H 6.675 -4.326 -3.401
H 7.203 -3.620 -1.389
H 8.726 -2.696 -1.512
H 8.701 -4.247 -0.678
C 2.012 1.591 -2.833
O 2.438 0.242 -2.830
C 1.841 -0.559 -1.818
C 0.919 -1.594 -2.424
N -0.277 -0.974 -2.986
C -1.107 -1.877 -3.777
C -0.520 -2.446 -5.065
O -0.301 -1.480 -6.074
C 0.947 -0.812 -6.022
H 2.635 2.130 -3.544
H 0.966 1.686 -3.146
H 2.135 2.047 -1.845
H 1.315 0.054 -1.079
H 2.652 -1.079 -1.300
H 0.618 -2.304 -1.649
H 1.493 -2.141 -3.184
H 0.003 -0.200 -3.574
H -2.013 -1.327 -4.047
H -1.420 -2.710 -3.139
H -1.257 -3.141 -5.476
H 0.390 -3.032 -4.888
H 1.734 -1.448 -5.610
H 0.883 0.113 -5.441
H 1.220 -0.540 -7.042
*
```

***

C28H29FN5O5SSbSe4W | wB97M-V/def2-TZVPD

The value obtained for the LUMO energy (alpha / beta) is -5.66 / -6.97 eV. For the energy above the lowest of the compared OMol25 structures with the same formula, charge and spin, the calculation gives 0.0 kJ/mol. As for the total energy: -12144.96990 Eh. The expectation value of S² is 2.02.

Structure (ORCA input):
```
! RIJCOSX wB97M-V def2-TZVPD def2/J DEFGRID3
* xyz 2 3
W -1.407 -1.445 2.240
C -8.682 -3.665 -0.970
C -7.270 -3.541 -0.486
C -6.460 -4.664 -0.334
C -5.160 -4.532 0.121
C -4.665 -3.267 0.427
C -5.454 -2.129 0.277
C -6.745 -2.278 -0.176
S -3.067 -3.230 1.053
O -2.516 -1.889 0.495
O -0.982 -3.018 1.926
N -3.318 -2.335 2.572
C -2.757 -2.671 3.809
C -2.681 -3.928 4.399
C -2.033 -3.975 5.611
C -1.495 -2.791 6.167
C -1.572 -1.613 5.482
N -2.187 -1.533 4.266
H -8.937 -4.697 -1.203
H -8.838 -3.063 -1.866
H -9.379 -3.305 -0.212
H -6.849 -5.644 -0.577
H -4.533 -5.409 0.235
H -5.047 -1.156 0.515
H -7.372 -1.404 -0.299
H -3.107 -4.794 3.916
H -1.924 -4.914 6.137
H -1.013 -2.802 7.133
H -1.167 -0.690 5.870
C 5.327 2.757 1.226
C 3.837 3.025 1.368
N 3.018 1.812 1.202
C 2.493 1.230 2.282
C 1.657 0.140 2.253
C 0.981 -0.324 3.513
O 0.903 0.375 4.495
O 0.420 -1.498 3.310
C 1.183 -0.307 1.002
O 0.225 -1.128 0.836
C 1.835 0.233 -0.169
C 1.512 -0.261 -1.437
C 2.040 0.318 -2.548
F 1.691 -0.169 -3.755
C 2.890 1.439 -2.481
C 3.256 1.885 -1.220
C 2.727 1.308 -0.061
N 3.355 2.107 -3.623
C 3.277 1.539 -4.965
C 4.198 2.355 -5.885
N 5.301 2.934 -5.046
C 4.769 4.009 -4.127
C 3.381 3.560 -3.659
H 5.875 3.698 1.233
H 5.564 2.226 0.304
H 5.688 2.153 2.058
H 3.469 3.773 0.665
H 3.619 3.409 2.362
H 2.757 1.661 3.241
H 0.821 -1.087 -1.529
H 3.937 2.717 -1.140
H 2.268 1.561 -5.387
H 3.606 0.503 -4.938
H 3.692 3.198 -6.350
H 4.637 1.739 -6.666
H 6.059 3.296 -5.625
H 5.686 2.184 -4.469
H 4.736 4.941 -4.688
H 5.482 4.107 -3.310
H 2.617 3.932 -4.350
H 3.148 3.992 -2.691
Se -3.795 3.626 -0.266
Sb -1.495 3.016 0.402
Se -0.101 4.521 1.690
Se -0.086 2.919 -1.509
Se -1.843 0.956 1.927
*
```

***

CH2FN5 | wB97M-V/def2-TZVPD

The value obtained for the LUMO energy (alpha / beta) is -4.12 / -4.15 eV. For the energy above the lowest of the compared OMol25 structures with the same formula, charge and spin, the calculation gives 436.9 kJ/mol. As for the total energy: -412.59917 Eh.

Structure (ORCA input):
```
! RIJCOSX wB97M-V def2-TZVPD def2/J DEFGRID3
* xyz 0 1
C -0.947 -3.584 0.373
N -0.251 -4.352 -0.112
N -1.913 -2.874 0.875
N -2.242 -1.692 0.931
N 0.149 0.422 -0.358
N -1.813 -0.585 0.622
F -2.712 0.387 1.093
H -0.448 1.333 -0.289
H -0.265 -0.043 -1.088
*
```

***

C14H46N4O9 | wB97M-V/def2-TZVPD

The value obtained for the LUMO energy is 0.16 eV. For the energy above the lowest of the compared OMol25 structures with the same formula, charge and spin, the calculation gives 648.2 kJ/mol. As for the total energy: -1457.01087 Eh. Its SMILES is NC(N)=O.NC(N)=O.CCO.CCO.CCO.CCO.CCO.CO.CO.

Structure (ORCA input):
```
! RIJCOSX wB97M-V def2-TZVPD def2/J DEFGRID3
* xyz 0 1
C 1.899 -3.120 -0.510
C 2.468 -4.495 -0.259
O 1.292 -5.339 0.015
H 1.090 -3.121 -1.294
H 2.661 -2.304 -0.648
H 1.488 -2.868 0.432
H 3.109 -4.576 0.630
H 3.024 -4.829 -1.176
H 1.417 -6.261 -0.143
C -1.029 -1.297 -2.032
C -2.141 -1.638 -1.051
O -2.428 -0.440 -0.449
H -1.274 -0.519 -2.786
H -0.906 -2.198 -2.742
H -0.053 -0.896 -1.619
H -1.571 -2.322 -0.380
H -2.961 -2.267 -1.450
H -2.814 -0.726 0.379
C 3.167 -1.073 -3.539
C 1.733 -1.207 -4.020
O 1.174 0.088 -4.248
H 3.568 -2.007 -3.322
H 3.084 -0.555 -2.558
H 3.777 -0.535 -4.232
H 1.245 -1.736 -3.156
H 1.811 -1.915 -4.824
H 1.344 0.243 -5.256
C -0.832 2.529 4.305
C -0.063 2.358 3.070
O -1.028 2.168 2.042
H -1.412 3.516 4.289
H -0.228 2.595 5.166
H -1.502 1.696 4.501
H 0.556 1.456 3.012
H 0.468 3.278 2.811
H -1.401 3.002 1.935
C 0.477 -2.646 3.113
C -0.500 -1.625 2.412
O -1.808 -2.101 2.415
H 0.762 -3.464 2.445
H 0.013 -3.112 3.990
H 1.523 -2.360 3.442
H -0.281 -1.307 1.376
H -0.348 -0.761 3.039
H -2.405 -1.341 2.539
C -2.665 2.719 -1.337
O -3.743 2.306 -0.567
N -2.384 3.919 -1.749
N -1.706 1.848 -1.643
H -3.114 4.707 -1.685
H -1.530 4.319 -2.217
H -1.795 0.918 -1.097
H -0.868 2.109 -2.150
C 2.059 2.429 -2.252
O 3.128 2.214 -3.026
N 0.919 1.771 -2.300
N 1.927 3.523 -1.573
H 1.092 1.042 -3.030
H 0.638 1.408 -1.350
H 2.657 4.254 -1.799
H 1.260 3.647 -0.772
C 2.014 0.794 0.774
O 0.691 0.642 0.359
H 2.417 1.881 0.918
H 2.596 0.354 -0.059
H 2.358 0.141 1.599
H 0.006 0.956 0.965
C -4.050 0.993 3.203
O -2.898 0.463 2.449
H -4.681 0.223 3.644
H -4.661 1.716 2.576
H -3.676 1.623 3.983
H -2.124 1.101 2.491
*
```

***

C9H12S2 | wB97M-V/def2-TZVPD

The value obtained for the LUMO energy (alpha / beta) is 0.34 / -1.87 eV. For the energy above the lowest of the compared OMol25 structures with the same formula, charge and spin, the calculation gives 7.4 kJ/mol. As for the total energy: -1146.32983 Eh. The expectation value of S² is 2.04.

Structure (ORCA input):
```
! RIJCOSX wB97M-V def2-TZVPD def2/J DEFGRID3
* xyz 0 3
C 2.619 2.113 0.223
C 1.334 1.593 0.073
C 3.598 1.183 0.078
C 1.385 0.192 -0.053
C 0.410 -0.718 -0.161
C -1.496 -0.496 1.375
C -1.568 -1.885 -0.733
C -1.638 0.672 -0.887
C -1.050 -0.594 -0.127
S 1.063 -2.748 0.078
S 3.051 -0.414 -0.267
H 2.981 3.174 0.400
H 0.347 2.047 0.102
H 4.571 1.483 0.232
H -2.384 0.175 1.614
H -1.753 -1.466 1.800
H -0.743 -0.221 1.969
H -1.800 -1.866 -1.721
H -0.868 -2.644 -0.523
H -2.573 -2.202 -0.279
H -2.631 0.770 -0.562
H -1.107 1.544 -0.659
H -1.748 0.308 -1.972
*
```

***

C7H10 | wB97M-V/def2-TZVPD

The value obtained for the LUMO energy (alpha / beta) is 0.79 / 0.78 eV. For the energy above the lowest of the compared OMol25 structures with the same formula, charge and spin, the calculation gives 480.7 kJ/mol. As for the total energy: -272.53489 Eh.

Structure (ORCA input):
```
! RIJCOSX wB97M-V def2-TZVPD def2/J DEFGRID3
* xyz 0 1
C -0.014 1.817 -1.135
C 0.213 0.657 -0.218
C 0.205 0.626 1.293
C 0.722 -0.807 1.159
C -0.188 -1.625 0.283
C -1.390 -1.202 -0.351
C 0.999 -0.533 -0.293
H -0.906 2.377 -0.829
H 0.831 2.523 -1.102
H -0.138 1.509 -2.181
H -0.728 0.816 1.834
H 1.014 1.244 1.711
H 1.368 -1.323 1.866
H 0.005 -2.701 0.412
H -2.301 -1.790 -0.173
H -1.402 -0.647 -1.274
H 1.710 -0.944 -1.002
*
```

***

C4H11NO | wB97M-V/def2-TZVPD

The value obtained for the LUMO energy is 1.10 eV. For the energy above the lowest of the compared OMol25 structures with the same formula, charge and spin, the calculation gives 218.8 kJ/mol. As for the total energy: -288.93366 Eh. Its SMILES is CCOCNC.

Structure (ORCA input):
```
! RIJCOSX wB97M-V def2-TZVPD def2/J DEFGRID3
* xyz 0 1
C 2.259 -0.518 -0.583
C 0.441 -0.932 0.936
N 1.428 -1.527 0.041
H 3.186 -0.295 -0.041
H 2.649 -0.773 -1.573
H 1.789 0.462 -0.733
H 0.927 -0.095 1.455
H 0.317 -1.765 1.639
H 0.972 -2.061 -0.685
C -1.451 0.768 0.574
O -0.576 -0.326 0.206
C -2.072 1.169 -0.713
H -2.020 0.265 1.361
H -0.889 1.544 1.101
H -2.473 0.386 -1.341
H -2.995 1.730 -0.484
H -1.493 1.969 -1.160
*
```

***

C4H10O | wB97M-V/def2-TZVPD

The value obtained for the LUMO energy is 1.16 eV. For the energy above the lowest of the compared OMol25 structures with the same formula, charge and spin, the calculation gives 204.8 kJ/mol. As for the total energy: -233.56694 Eh. Its SMILES is C=COCC.[H][H].

Structure (ORCA input):
```
! RIJCOSX wB97M-V def2-TZVPD def2/J DEFGRID3
* xyz 0 1
C 1.952 1.170 -0.079
C 0.942 0.354 -0.373
O -0.343 0.773 -0.400
C -1.360 -0.203 -0.581
C -2.428 0.021 0.474
H 2.937 -1.368 0.829
H 1.781 2.216 0.158
H 2.968 0.794 -0.100
H 3.264 -1.966 0.530
H 1.088 -0.703 -0.607
H -0.939 -1.214 -0.498
H -1.773 -0.099 -1.593
H -3.286 -0.642 0.314
H -2.772 1.058 0.429
H -2.020 -0.161 1.473
*
```

***

C37H46Cl5N3O3PSeTl | wB97M-V/def2-TZVPD

The value obtained for the LUMO energy is 3.87 eV. For the energy above the lowest of the compared OMol25 structures with the same formula, charge and spin, the calculation gives 0.0 kJ/mol. As for the total energy: -7043.93918 Eh.

Structure (ORCA input):
```
! RIJCOSX wB97M-V def2-TZVPD def2/J DEFGRID3
* xyz -2 1
Tl -0.251 -0.523 0.056
C 3.927 -3.546 8.780
C 3.633 -2.848 7.471
C 4.277 -1.670 7.118
C 4.016 -1.011 5.914
C 4.745 0.267 5.609
C 3.073 -1.541 5.005
Se 2.707 -0.677 3.347
C 2.404 -2.738 5.368
C 1.369 -3.342 4.462
C 2.697 -3.360 6.579
H 4.729 -3.034 9.319
H 4.237 -4.583 8.623
H 3.048 -3.565 9.432
H 5.013 -1.250 7.802
H 5.445 0.516 6.414
H 4.033 1.087 5.482
H 5.286 0.190 4.663
H 1.783 -3.537 3.471
H 0.548 -2.639 4.302
H 0.973 -4.270 4.885
H 2.173 -4.280 6.834
O -0.147 2.253 -0.487
P 0.951 3.205 -0.772
N 2.352 3.107 0.125
C 3.173 1.879 -0.039
C 4.167 1.919 1.141
C 3.655 3.037 2.071
C 2.229 3.289 1.592
N 1.423 3.150 -2.364
C 1.021 2.043 -3.262
C 2.340 1.394 -3.650
C 3.307 2.586 -3.755
C 2.721 3.675 -2.819
N 0.446 4.758 -0.401
C -0.925 5.113 -0.836
C -0.800 6.493 -1.518
C 0.704 6.659 -1.773
C 1.314 5.923 -0.581
H 3.665 1.877 -1.011
H 2.554 0.978 0.031
H 5.188 2.108 0.804
H 4.138 0.974 1.687
H 4.247 3.949 1.958
H 3.677 2.724 3.116
H 1.856 4.285 1.824
H 1.553 2.544 2.026
H 0.517 2.457 -4.144
H 0.347 1.354 -2.777
H 2.260 0.816 -4.569
H 2.636 0.701 -2.863
H 3.342 2.961 -4.780
H 4.326 2.321 -3.468
H 2.589 4.614 -3.367
H 3.368 3.882 -1.967
H -1.600 5.155 0.021
H -1.317 4.351 -1.511
H -1.150 7.278 -0.844
H -1.392 6.548 -2.432
H 1.016 7.703 -1.841
H 0.984 6.147 -2.697
H 1.269 6.565 0.309
H 2.351 5.621 -0.721
C 0.729 -6.180 1.806
C 0.897 -5.175 0.690
C 1.929 -4.250 0.707
C 2.074 -3.296 -0.303
C 3.177 -2.270 -0.202
C 1.162 -3.283 -1.353
C 0.101 -4.197 -1.383
C -0.912 -4.135 -2.500
C -0.008 -5.138 -0.369
C 1.280 -2.251 -2.460
O 1.924 -2.571 -3.471
O 0.714 -1.131 -2.243
H 1.589 -6.166 2.478
H 0.618 -7.192 1.409
H -0.163 -5.959 2.399
H 2.630 -4.243 1.538
H 4.131 -2.748 0.031
H 2.961 -1.565 0.611
H 3.290 -1.711 -1.134
H -0.416 -4.197 -3.472
H -1.453 -3.186 -2.472
H -1.637 -4.947 -2.416
H -0.838 -5.842 -0.384
Cl -2.939 0.929 -2.644
C -3.714 -0.130 -1.470
C -2.901 -0.786 -0.568
C -3.575 -1.611 0.323
Cl -2.657 -2.502 1.530
C -4.957 -1.790 0.327
Cl -5.732 -2.854 1.462
C -5.732 -1.098 -0.604
Cl -7.455 -1.283 -0.621
C -5.102 -0.253 -1.516
Cl -6.058 0.616 -2.680
*
```

***

C3H13N2 | wB97M-V/def2-TZVPD

The value obtained for the LUMO energy is -2.98 eV. For the energy above the lowest of the compared OMol25 structures with the same formula, charge and spin, the calculation gives 105.2 kJ/mol. As for the total energy: -231.35634 Eh.

Structure (ORCA input):
```
! RIJCOSX wB97M-V def2-TZVPD def2/J DEFGRID3
* xyz 1 1
C 1.730 -1.603 1.160
N 0.307 -1.242 1.190
H 2.319 -1.080 1.918
H 2.261 -1.327 0.252
H 1.822 -2.638 1.493
H 0.192 -0.014 0.713
H -0.206 -1.910 0.622
H -0.076 -1.286 2.128
C -1.330 0.887 -1.913
C -1.132 1.185 -0.446
N 0.319 1.047 0.042
H -0.928 1.660 -2.565
H -2.387 0.779 -2.167
H -0.963 -0.118 -2.141
H -1.726 0.473 0.138
H -1.510 2.170 -0.181
H 0.465 1.883 0.592
H 0.841 1.133 -0.833
*
```

***

C5H9N2S | wB97M-V/def2-TZVPD

The value obtained for the LUMO energy is -5.07 eV. For the energy above the lowest of the compared OMol25 structures with the same formula, charge and spin, the calculation gives 155.4 kJ/mol. As for the total energy: -703.31294 Eh.

Structure (ORCA input):
```
! RIJCOSX wB97M-V def2-TZVPD def2/J DEFGRID3
* xyz 1 1
C -0.736 -1.258 -2.222
C -1.251 -2.273 -1.431
C -0.208 -0.029 -1.714
C -0.932 -2.413 -0.080
C 0.209 0.206 -0.369
N 0.928 1.186 0.102
N 1.075 2.287 2.605
S -0.136 -1.318 0.978
H -1.116 -1.280 -3.209
H -1.647 -3.125 -1.851
H 0.003 0.752 -2.463
H -1.279 -3.435 0.193
H 1.099 1.975 -0.447
H 0.841 1.324 1.115
H 1.101 3.210 2.513
H 1.897 2.106 3.149
H 0.150 2.084 3.129
*
```